(1)
4 unconnected molecules or ions with the total composition C17H41ClN2O5 at a distorted geometry, computed with ωB97M-V/def2-TZVPD.

Computed properties:
HOMO = -0.189 Eh
energy above the lowest of the compared OMol25 structures with the same formula, charge and spin = 0.0 kcal per mole
calculated total energy = -1618.07406 a.u.
E_LUMO = -0.020 Ha
HOMO-LUMO gap = 4.60 eV

```
66
C17H41ClN2O5 ωB97M-V/def2-TZVPD
Cl -2.33 -0.91 -0.79
C 2.46 -2.34 3.28
C 1.07 -1.96 3.73
N 0.13 -1.52 2.62
C -1.16 -1.08 3.24
C 0.66 -0.32 1.82
C 1.19 0.78 2.71
C -0.14 -2.65 1.67
C -0.50 -4.05 2.17
O -1.69 -3.95 2.93
C -2.85 -3.93 2.09
H 3.08 -2.52 4.16
H 3.00 -1.51 2.82
H 2.47 -3.21 2.63
H 1.02 -1.16 4.46
H 0.58 -2.85 4.12
H -1.57 -1.92 3.81
H -1.91 -0.84 2.50
H -0.96 -0.33 4.01
H -0.21 -0.05 1.21
H 1.41 -0.75 1.17
H 0.40 1.22 3.32
H 1.43 1.59 2.01
H 2.09 0.55 3.27
H 0.86 -2.74 1.22
H -0.87 -2.32 0.94
H 0.21 -4.50 2.87
H -0.60 -4.67 1.28
H -2.94 -4.83 1.48
H -2.86 -3.08 1.40
H -3.73 -3.91 2.72
C -0.98 0.66 -4.03
C 0.24 0.78 -3.13
N 0.42 2.05 -2.37
C -0.88 2.38 -1.68
C 1.44 1.87 -1.30
C 1.89 3.14 -0.59
C 0.59 3.24 -3.29
C 1.80 3.17 -4.24
O 2.95 2.83 -3.53
C 3.96 2.19 -4.28
H -0.86 -0.06 -4.84
H -1.16 1.57 -4.61
H -1.86 0.43 -3.44
H 1.17 0.71 -3.71
H 0.24 -0.08 -2.46
H -0.75 3.30 -1.11
H -1.16 1.52 -1.07
H -1.72 2.53 -2.36
H 2.30 1.42 -1.79
H 1.00 1.15 -0.61
H 2.32 3.87 -1.27
H 2.71 2.91 0.10
H 1.14 3.59 0.06
H 0.71 4.09 -2.64
H -0.32 3.37 -3.87
H 1.90 4.16 -4.68
H 1.55 2.53 -5.09
H 4.35 2.89 -5.01
H 3.59 1.30 -4.81
H 4.66 1.70 -3.60
O -5.04 -1.80 1.77
C -6.19 -1.00 1.83
O -6.94 -1.13 2.82
O -6.30 -0.16 0.91
H -4.54 -1.36 1.06
```

These are the Mulliken partial charges, in e, on atoms 1 to 8: -0.675 -1.318 -0.565 0.407 -1.044 -0.494 -1.264 -0.516

=====

(2)
A single C4H5N3O molecule at a distorted geometry, computed with ωB97M-V/def2-TZVPD.

Computed properties:
HOMO = -0.348 Eh
energy above the lowest of the compared OMol25 structures with the same formula, charge and spin = 155.0 kcal per mole
SMILES string = CC1=NC=NOC=N1
calculated total energy = -394.72054 a.u.
E_LUMO = -0.015 Ha
HOMO-LUMO gap = 9.06 eV

```
13
C4H5N3O ωB97M-V/def2-TZVPD
C -2.09 -0.10 0.45
C -0.51 0.06 -0.03
C 1.26 1.42 -0.35
C 1.16 -1.42 -0.40
H -2.79 -0.40 -0.45
H -2.13 -0.71 1.48
H -2.32 0.92 0.58
H 1.85 2.40 -0.36
H 1.61 -2.23 -1.10
N -0.11 1.33 -0.29
N 2.21 0.58 0.32
N 0.07 -1.10 -0.68
O 1.79 -0.78 0.83
```

These are the Mulliken partial charges, in e, on atoms 1 to 8: -0.926 0.597 -0.014 -0.032 0.264 0.275 0.343 0.322

=====

(3)
A molecular structure, C45H40AsClO4SSb2Tl at a distorted geometry, computed with ωB97M-V/def2-TZVPD.

Computed properties:
HOMO (alpha / beta) = -0.370 / -0.370 Eh
energy above the lowest of the compared OMol25 structures with the same formula, charge and spin = 83.2 kcal per mole
calculated total energy = -5786.16147 a.u.
E_LUMO (alpha / beta) = -0.198 / -0.198 Ha
total charge = +1
HOMO-LUMO gap (alpha / beta) = 4.69 / 4.68 eV

```
95
C45H40AsClO4SSb2Tl ωB97M-V/def2-TZVPD
Tl 0.14 -2.97 1.67
S 2.57 -4.19 1.74
C 3.81 -3.36 0.79
C 5.07 -3.29 1.43
C 6.17 -2.78 0.77
C 6.07 -2.32 -0.53
C 4.85 -2.38 -1.18
C 3.69 -2.88 -0.57
As 1.98 -3.03 -1.61
C 2.86 -3.13 -3.36
C 3.27 -2.04 -4.12
C 4.00 -2.24 -5.29
C 4.31 -3.53 -5.70
C 3.88 -4.62 -4.96
C 3.14 -4.42 -3.80
C 1.59 -1.00 -1.77
C 2.40 -0.08 -1.09
C 2.33 1.30 -1.32
C 1.44 1.81 -2.20
C 0.38 1.02 -2.85
C 0.56 -0.47 -2.60
H 5.15 -3.67 2.44
H 7.14 -2.77 1.27
H 6.94 -1.94 -1.04
H 4.78 -2.02 -2.20
H 3.04 -1.03 -3.80
H 4.34 -1.39 -5.87
H 4.90 -3.68 -6.60
H 4.11 -5.63 -5.29
H 2.79 -5.27 -3.21
H 3.17 -0.46 -0.42
H 3.05 1.95 -0.83
H 1.45 2.87 -2.43
H 0.40 1.16 -3.94
H -0.06 -1.17 -3.17
O -2.52 -5.49 0.07
Cl -1.15 -5.39 -0.36
O -0.81 -6.42 -1.33
O -0.27 -5.48 0.83
O -0.93 -4.03 -0.94
C -3.16 0.46 -2.17
C -2.36 1.47 -2.98
C -0.96 1.91 -2.45
Sb -0.76 -0.15 3.30
C 0.41 1.48 2.63
C -0.26 2.52 2.01
C 0.43 3.70 1.68
C 1.78 3.81 1.97
C 2.46 2.76 2.57
C 1.79 1.60 2.91
C 0.61 -0.78 4.79
C 0.31 -0.48 6.13
C 1.12 -0.97 7.14
C 2.23 -1.77 6.84
C 2.54 -2.05 5.51
C 1.74 -1.55 4.49
Sb -5.28 1.08 -1.74
C -5.06 3.23 -1.79
C -3.95 3.93 -1.36
C -3.97 5.33 -1.28
C -5.12 6.03 -1.61
C -6.24 5.34 -2.05
C -6.21 3.95 -2.15
C -5.25 1.12 0.43
C -5.30 -0.08 1.10
C -5.32 -0.15 2.49
C -5.36 1.03 3.24
C -5.39 2.25 2.57
C -5.33 2.30 1.18
H -2.68 0.25 -1.21
H -3.28 -0.50 -2.67
H -2.97 2.37 -3.05
H -2.20 1.10 -4.00
H -0.73 2.89 -2.86
H -1.00 2.00 -1.37
H -1.32 2.43 1.80
H -0.09 4.51 1.21
H 2.31 4.73 1.74
H 3.52 2.86 2.79
H 2.32 0.80 3.40
H -0.55 0.13 6.37
H 0.89 -0.74 8.18
H 2.83 -2.18 7.64
H 3.40 -2.66 5.27
H 2.00 -1.78 3.46
H -3.06 3.40 -1.08
H -3.09 5.87 -0.95
H -5.14 7.11 -1.53
H -7.14 5.88 -2.32
H -7.09 3.42 -2.50
H -5.41 -0.99 0.53
H -5.36 -1.11 2.99
H -5.41 0.99 4.32
H -5.50 3.17 3.14
H -5.39 3.27 0.69
```

These are the Mulliken partial charges, in e, on atoms 1 to 8: 0.657 -0.256 0.535 -0.761 -0.569 -0.918 0.296 -0.274

=====

(4)
18 unconnected molecules or ions with the total composition C9H52NO18 at a distorted geometry, computed with ωB97M-V/def2-TZVPD.

Computed properties:
HOMO = -0.148 Eh
energy above the lowest of the compared OMol25 structures with the same formula, charge and spin = 30.4 kcal per mole
calculated total energy = -1783.19109 a.u.
E_LUMO = 0.039 Ha
total charge = -1
HOMO-LUMO gap = 5.11 eV

```
80
C9H52NO18 ωB97M-V/def2-TZVPD
C 0.94 -1.14 2.16
C 1.26 -1.32 0.64
C 0.27 -2.35 0.17
C -1.18 -1.94 -0.04
C -1.18 -0.72 -0.99
C -0.21 0.43 -0.54
N 1.12 -0.10 -0.17
O 2.05 0.93 0.17
C -0.81 1.11 0.70
C -0.20 1.33 -1.76
C 2.67 -1.92 0.55
H -0.07 -0.76 2.25
H 1.61 -0.36 2.54
H 1.13 -2.03 2.78
H 0.35 -3.32 0.67
H 0.65 -2.55 -0.84
H -1.75 -1.67 0.85
H -1.77 -2.73 -0.52
H -2.18 -0.30 -0.87
H -0.97 -1.01 -2.02
H -1.51 1.92 0.40
H -0.19 1.50 1.50
H -1.59 0.53 1.22
H -1.21 1.70 -1.95
H 0.13 0.75 -2.62
H 0.43 2.22 -1.77
H 2.90 -2.69 1.28
H 3.39 -1.14 0.80
H 2.93 -2.36 -0.42
O 2.98 -0.69 -2.35
H 3.04 0.16 -2.83
H 2.33 -0.56 -1.63
O -1.38 3.87 -4.31
H -1.36 4.77 -4.65
H -2.17 3.84 -3.76
O -1.45 -2.35 4.36
H -2.23 -2.27 4.92
H -0.71 -2.27 4.97
O 2.32 3.54 -0.45
H 2.15 3.94 0.41
H 2.33 2.57 -0.27
O -1.37 0.71 4.13
H -2.08 0.97 4.72
H -1.05 -0.13 4.50
O -1.91 3.48 3.32
H -1.98 2.99 2.49
H -1.95 2.80 4.00
O 1.89 -5.34 -1.20
H 1.77 -4.39 -1.21
H 2.34 -5.54 -2.03
O 3.00 1.93 -3.32
H 3.75 2.36 -3.75
H 2.85 2.43 -2.51
O 1.61 2.07 2.93
H 1.84 1.61 2.10
H 0.97 1.49 3.36
O 4.92 0.74 -0.16
H 3.98 0.96 -0.34
H 4.87 0.01 0.46
O -3.84 -4.46 -0.31
H -3.81 -4.06 0.57
H -2.95 -4.78 -0.47
O -2.67 -3.99 2.28
H -2.12 -3.29 2.66
H -2.20 -4.81 2.47
O -1.58 4.70 -0.33
H -1.45 3.76 -0.53
H -1.27 4.80 0.58
O 0.75 2.12 -5.48
H 0.21 2.74 -4.99
H 1.52 1.97 -4.92
O -4.19 -1.27 3.03
H -3.25 -1.09 3.14
H -4.31 -2.17 3.35
O -2.50 -3.38 -3.50
H -2.90 -4.24 -3.34
H -2.73 -2.86 -2.72
O 1.18 5.17 -2.66
H 1.52 4.49 -2.07
H 0.27 4.91 -2.83
```

These are the Mulliken partial charges, in e, on atoms 1 to 8: -1.191 2.233 -1.677 0.907 -2.364 2.427 1.145 -0.314